Entry 1:
Molecular formula: C18H46N4O7S3
Method: DFT, ωB97M-V/def2-TZVPD

Atoms and positions in Å:
C1 27.71338 20.57628 0.91388
C2 26.71549 19.74061 1.66904
O1 25.57562 20.00334 1.48616
N1 27.13365 18.82234 2.46544
C3 26.26706 17.89651 3.16997
H1 28.70597 20.29416 1.26500
H2 27.78692 21.62703 1.19426
H3 27.72911 20.34839 -0.15191
H4 28.09007 18.54396 2.29854
H5 26.62316 17.84903 4.19907
H6 26.22041 16.95902 2.61586
H7 25.23775 18.25342 3.20506
C4 25.22849 19.90948 5.86241
C5 26.12879 19.93584 7.09948
O2 26.24931 18.96368 7.71602
N2 26.76432 21.05747 7.48319
C6 26.51813 22.40235 6.93783
H8 24.80328 20.86660 5.56037
H9 24.34422 19.29225 6.02112
H10 25.79708 19.51500 5.02027
H11 27.19978 20.97565 8.39082
H12 26.41329 22.50153 5.85743
H13 27.37598 23.03029 7.17843
H14 25.67222 22.90231 7.40961
C7 25.09065 26.43486 6.29036
C8 23.95147 27.02811 7.11866
O3 22.82825 26.86697 6.66815
N3 24.20974 27.63692 8.27941
C9 23.15305 28.15955 9.11522
H15 24.62624 25.95560 5.42854
H16 25.69787 25.76159 6.89542
H17 25.67872 27.28431 5.94293
H18 25.15817 27.69521 8.62172
H19 23.24203 27.66142 10.08065
H20 22.12797 28.05905 8.75855
H21 23.34416 29.20300 9.36580
C10 24.28640 22.21028 3.03665
C11 23.64211 23.34364 3.90640
O4 23.83106 23.36956 5.08921
N4 22.84166 24.18149 3.33534
C12 22.07562 25.21948 4.00338
H22 24.05363 21.28319 3.56052
H23 25.37587 22.19235 3.00780
H24 23.97289 22.20485 1.99273
H25 22.71685 24.16880 2.33316
H26 22.43960 26.24348 3.91936
H27 21.96634 25.07368 5.07804
H28 21.05705 25.31492 3.62721
C13 28.51785 21.96643 11.49101
S1 26.79667 22.54940 11.19916
O5 26.23714 22.71833 12.62560
C14 27.22975 24.30832 10.59563
H29 29.06299 21.80058 10.56181
H30 28.57633 21.08859 12.13450
H31 29.05413 22.72988 12.05461
H32 26.35623 24.95631 10.66755
H33 27.62253 24.35301 9.57984
H34 27.91321 24.76914 11.30881
C15 28.00623 16.68249 8.67801
S2 26.68332 16.08073 9.80607
O6 26.22881 14.79720 9.17604
C16 27.85163 15.55764 11.18593
H35 27.56230 16.81101 7.69084
H36 28.81551 15.95413 8.72960
H37 28.32334 17.64813 9.07184
H38 27.22424 15.03792 11.91006
H39 28.32757 16.41963 11.65345
H40 28.64774 14.88896 10.85854
C17 22.82670 16.61127 7.04884
S3 23.33543 16.04550 5.34582
O7 23.66510 17.36857 4.63994
C18 24.90360 15.25716 5.98994
H41 21.98344 17.29746 6.97042
H42 23.62601 17.12606 7.58195
H43 22.42100 15.74745 7.57544
H44 25.68813 16.00222 6.12223
H45 25.14963 14.70743 5.08144
H46 24.84159 14.64130 6.88714

As for the spin multiplicity: 2. The value obtained for the HOMO-LUMO gap (spin up / spin down) is 1.61 / 8.49 eV. Its net charge is -1. The expectation value of S² is 0.75. The calculation puts the HOMO energy (spin up / spin down) at 0.5 / -6.4 eV. The LUMO energy (spin up / spin down) is 0.0790 / 0.0781 Ha.

Löwdin atomic charge list, values in e, 5 entries: -0.013, -0.652, 0.060, 0.020, -0.072

---

Entry 2:
Molecular formula: C18H46O26S4
Method: DFT, ωB97M-V/def2-TZVPD

Atoms and positions in Å:
O1 11.60159 -3.54376 -35.85540
S1 12.67619 -3.99239 -36.77276
O2 13.37864 -3.05172 -37.66701
O3 13.77371 -5.03459 -35.95703
C1 13.63938 -6.38706 -36.46258
C2 12.22932 -6.54363 -37.06741
O4 11.99657 -5.28149 -37.65212
H1 14.39783 -6.52989 -37.23230
H2 13.95164 -6.99766 -35.61537
H3 11.50187 -6.76442 -36.28629
H4 12.16270 -7.27988 -37.86840
O5 5.93914 -8.84184 -37.25425
S2 6.45052 -8.03896 -36.14436
O6 5.64558 -7.01618 -35.52774
O7 6.89017 -9.14690 -34.99589
C3 8.05066 -8.70485 -34.32079
C4 8.85946 -7.99297 -35.42402
O8 7.96105 -7.50769 -36.41896
H5 7.63275 -8.08399 -33.52834
H6 8.58491 -9.54659 -33.88015
H7 9.55911 -8.70031 -35.86927
H8 9.49374 -7.21004 -35.00832
O9 16.82302 -5.50413 -37.24908
S3 17.54103 -4.97137 -36.11404
O10 19.03113 -5.00743 -35.93669
O11 17.03851 -3.39248 -35.90802
C5 16.25541 -3.19652 -34.71940
C6 16.76604 -4.31297 -33.83512
O12 16.82695 -5.43561 -34.65899
H9 16.43901 -2.28644 -34.14831
H10 15.17159 -3.21850 -34.83324
H11 16.04748 -4.65687 -33.09115
H12 17.78107 -4.06739 -33.52284
O13 13.51633 -8.32760 -41.85206
S4 14.55112 -7.29088 -41.60038
O14 15.95483 -7.78783 -41.58513
O15 14.36468 -5.96311 -42.57022
C7 13.63166 -4.87993 -42.00881
C8 13.43116 -5.26255 -40.49646
O16 14.16310 -6.43427 -40.18749
H13 14.21174 -3.96274 -42.11069
H14 12.69897 -4.88101 -42.57289
H15 12.37291 -5.32270 -40.24235
H16 13.81817 -4.48886 -39.83333
O17 13.70965 1.41212 -34.58622
C9 14.12397 1.15766 -35.89233
C10 14.26623 -0.40616 -36.07559
O18 14.98876 -0.71930 -37.27505
H17 12.77340 1.20021 -34.57519
H18 13.47840 1.65604 -36.61549
H19 15.13332 1.56274 -35.96473
H20 13.23105 -0.73691 -36.15997
H21 14.81033 -0.86272 -35.24880
H22 14.70170 -1.55942 -37.64028
O19 14.18244 -9.71721 -37.17796
C11 14.43606 -9.40302 -38.56691
C12 15.10516 -10.56700 -39.34506
O20 16.38216 -10.90246 -38.76932
H23 14.76290 -10.47120 -37.05080
H24 13.58500 -9.05881 -39.15455
H25 15.03072 -8.48956 -38.57530
H26 15.28962 -10.29337 -40.38390
H27 14.39791 -11.38551 -39.47904
H28 16.90054 -11.37290 -39.42623
O21 12.69520 -5.66303 -30.93607
C13 12.86652 -5.59000 -32.33264
C14 11.61612 -5.99820 -33.14789
O22 11.26063 -7.30536 -32.80829
H29 12.05096 -6.36504 -30.81888
H30 13.22389 -4.56932 -32.46910
H31 13.65215 -6.27414 -32.65331
H32 11.78624 -5.98100 -34.22439
H33 10.78830 -5.31949 -32.94258
H34 11.76897 -7.91474 -33.34853
O23 13.33274 -9.20690 -31.46856
C15 13.82038 -10.10601 -32.39507
C16 13.56678 -9.53632 -33.80797
O24 12.25065 -9.51333 -34.08773
H35 12.40630 -9.20994 -31.72017
H36 14.84463 -10.36952 -32.13132
H37 13.23042 -11.01440 -32.27301
H38 13.93077 -10.28760 -34.50883
H39 14.08001 -8.59052 -33.98165
H40 12.08222 -10.41195 -34.38047
O25 10.68198 -11.97111 -35.71150
C17 10.07382 -11.57598 -36.83660
C18 11.14034 -10.95441 -37.75073
O26 11.99195 -11.90450 -38.21968
H41 10.94163 -12.89217 -35.78792
H42 9.64994 -12.39245 -37.42124
H43 9.23620 -10.91458 -36.61514
H44 11.66879 -10.11456 -37.29962
H45 10.55113 -10.47196 -38.53060
H46 12.42008 -12.38251 -37.50567

The SMILES is O=S1(=O)OCCO1.O=S1(=O)OCCO1.O=S1(=O)OCCO1.O=S1(=O)OCCO1.OCCO.OCCO.OCCO.OCCO.OCCO. The value obtained for the HOMO-LUMO gap is 9.99 eV. Its net charge is 0. The calculation puts the HOMO energy at -10.2 eV. The LUMO energy is -0.0069 Ha.

Löwdin atomic charge list, values in e, 5 entries: -0.251, 0.821, -0.257, -0.230, -0.149

---

Entry 3:
Molecular formula: C18H47N7O4P2
Method: DFT, ωB97M-V/def2-TZVPD

Atoms and positions in Å:
C1 1.10971 4.16773 4.08565
N1 0.54689 4.10849 2.75753
C2 -0.64941 4.91582 2.62970
P1 0.97342 3.04118 1.50344
O1 0.82441 3.93147 0.29628
N2 2.70469 2.84737 1.46518
C3 3.53916 3.91719 1.98138
C4 3.18922 2.41765 0.15920
N3 0.80970 1.61832 2.49105
C5 -0.58820 1.20472 2.69014
C6 1.56034 0.39899 2.15101
H1 0.32843 4.13104 4.85561
H2 1.66997 5.10041 4.21851
H3 1.78590 3.34030 4.28959
H4 -1.50084 4.45105 3.14787
H5 -0.92796 5.04350 1.58498
H6 -0.49507 5.91536 3.04669
H7 3.27306 4.90132 1.57151
H8 4.58588 3.72024 1.74148
H9 3.49553 3.96411 3.06940
H10 3.21978 3.23946 -0.56593
H11 2.54579 1.63520 -0.25325
H12 4.19268 1.99274 0.25350
H13 -0.68361 0.62360 3.60894
H14 -0.94025 0.60459 1.85000
H15 -1.25525 2.06423 2.79241
H16 2.62677 0.52222 2.31928
H17 1.38606 0.10136 1.11867
H18 1.25051 -0.42648 2.79144
C7 -3.83662 -1.10874 -4.27692
N4 -3.08776 -1.68199 -3.18195
C8 -2.52230 -2.97397 -3.51918
P2 -3.04532 -1.14443 -1.57215
O2 -1.60841 -1.42683 -1.20391
N5 -2.98394 0.59530 -1.53839
C9 -2.41517 1.30079 -2.67582
C10 -2.41821 1.10686 -0.29785
N6 -4.78158 -1.10977 -1.40739
C11 -5.37122 -2.44889 -1.21801
C12 -5.40420 -0.20091 -0.43223
H19 -4.44314 -1.86616 -4.78872
H20 -3.15387 -0.66991 -5.01253
H21 -4.52204 -0.32941 -3.95153
H22 -3.29911 -3.75028 -3.56048
H23 -1.78373 -3.28515 -2.78240
H24 -2.01653 -2.93937 -4.48809
H25 -1.43392 0.90764 -2.97310
H26 -2.29890 2.35862 -2.43558
H27 -3.08372 1.27018 -3.53569
H28 -1.32449 1.01581 -0.27700
H29 -2.81536 0.55747 0.56059
H30 -2.68668 2.15737 -0.15868
H31 -6.41068 -2.43956 -1.54887
H32 -5.33704 -2.77240 -0.17346
H33 -4.84997 -3.19802 -1.81584
H34 -5.28919 0.83346 -0.74016
H35 -4.99512 -0.32238 0.57389
H36 -6.47743 -0.39482 -0.38782
C13 5.55277 -2.21342 -0.03824
O3 4.83157 -3.09230 -0.88388
C14 4.25568 -4.19596 -0.23521
C15 2.71657 -4.09478 -0.06808
C16 2.10413 -3.48713 -1.36366
C17 1.89906 -2.03667 -0.85500
N7 1.25870 -2.30751 0.45570
C18 2.29664 -3.12082 1.05627
O4 2.74735 -2.99875 2.16557
H37 5.85610 -2.66573 0.90391
H38 6.46504 -1.91809 -0.55797
H39 4.99103 -1.29192 0.13121
H40 4.67376 -4.39360 0.75575
H41 4.44517 -5.09209 -0.82872
H42 2.44362 -5.13906 0.08476
H43 1.10124 -3.86561 -1.56296
H44 2.75111 -3.61954 -2.22433
H45 1.32186 -1.35624 -1.46761
H46 2.87278 -1.64225 -0.56922
H47 0.53416 -3.00220 0.26969

The SMILES is CN(C)P(=O)(N(C)C)N(C)C.CN(C)P(=O)(N(C)C)N(C)C.COC[C@@H]1CCNC1=O. The value obtained for the HOMO-LUMO gap is 8.17 eV. Its net charge is 0. The calculation puts the HOMO energy at -7.9 eV. The LUMO energy is 0.0104 Ha. The calculation puts the energy above the lowest of the compared OMol25 structures with the same formula, charge and spin at 3.042 eV.

Löwdin atomic charge list, values in e, 5 entries: -0.138, -0.322, -0.136, 0.677, -0.312

---

| no. | E (eV) | strongest force on any atom (eV/A) |
| --- | --- | --- |
| 1 | -72207.2862 | 7.07 |
| 2 | -115978.2139 | 4.73 |
| 3 | -56624.4451 | 5.96 |